{"formula": "C18H20FNO3S", "method": "ωB97M-V with the def2-TZVPD basis set", "e_homo_ev": -8.66, "total_charge": 0, "lumo_ev": 0.542, "smiles": "O=C(O)/C=C1/CN([C@@H](C(=O)C2CC2)c2ccccc2F)CC[C@H]1S", "de_lowest_kj_mol": 165.3, "spin_multiplicity": 1, "orbital_gap_ev": 9.20, "elements": ["O", "C", "O", "C", "C", "C", "N", "C", "C", "O", "C", "C", "C", "C", "C", "C", "C", "C", "C", "F", "C", "C", "C", "S", "H", "H", "H", "H", "H", "H", "H", "H", "H", "H", "H", "H", "H", "H", "H", "H", "H", "H", "H", "H"], "positions_angstrom": [[-2.4496, -5.6068, -2.4044], [-2.8405, -5.0681, -1.3765], [-3.9149, -5.4870, -0.6666], [-2.0208, -4.0768, -0.6972], [-1.2659, -3.0607, -1.2912], [-0.5048, -2.0844, -0.4254], [-0.8535, -0.7101, -0.9089], [-0.6563, 0.4856, -0.0212], [-1.4569, 0.5457, 1.3028], [-1.9101, -0.4491, 1.8692], [-1.7212, 1.9594, 1.8517], [-3.0829, 2.6373, 1.5796], [-2.7247, 2.2509, 3.0082], [0.8322, 0.7591, 0.2859], [1.4888, -0.0749, 1.2087], [2.8338, 0.0593, 1.4703], [3.5738, 1.0646, 0.8397], [2.9246, 1.9572, -0.0247], [1.5542, 1.8469, -0.2778], [0.9926, 2.7418, -1.1292], [-0.3132, -0.5678, -2.2788], [-1.0941, -1.4490, -3.2424], [-1.1501, -2.9001, -2.7791], [0.3586, -3.7300, -3.3549], [-4.3398, -6.1416, -1.2513], [-2.0619, -4.0897, 0.3707], [-0.7752, -2.2506, 0.6404], [0.5736, -2.2340, -0.5452], [-1.0427, 1.2978, -0.6221], [-0.8900, 2.6877, 1.7914], [-3.0635, 3.6813, 1.3174], [-3.8514, 2.0379, 1.0811], [-3.2731, 1.4092, 3.4591], [-2.4243, 3.0423, 3.6710], [0.9622, -0.8512, 1.7311], [3.3987, -0.5742, 2.1158], [4.6199, 1.1101, 1.0290], [3.5321, 2.7279, -0.4854], [-0.4193, 0.4503, -2.6322], [0.7511, -0.8348, -2.3516], [-0.7013, -1.3309, -4.2719], [-2.1251, -1.0518, -3.2903], [-2.0538, -3.3292, -3.2042], [0.1730, -4.9340, -2.8083]], "forces_ev_per_a": [[-1.2779, 0.3580, 0.4948], [1.6560, -1.0856, -0.6715], [0.0726, 0.1222, -0.9046], [1.3406, 3.1001, -0.8256], [-1.3370, -2.1247, 1.2768], [-0.4234, 0.6822, 0.3773], [-0.1392, -0.1551, 0.6181], [0.7365, -0.7203, -0.5288], [-1.1390, -0.8890, 0.8827], [0.7887, 1.5327, -1.0523], [-0.4662, 0.4242, 0.2823], [0.3193, -0.9755, 0.5933], [0.3641, -0.8287, -1.5102], [-0.3133, 0.9067, 0.1190], [0.1408, 0.3600, -0.4468], [0.7744, 1.0092, -0.7059], [-1.7584, -0.1483, -0.3572], [0.3420, -0.0883, 0.2900], [0.6501, -1.4056, 0.5453], [-0.1148, -0.5488, 0.4189], [-0.1163, 0.0275, 0.2886], [-0.4539, 0.6948, 0.0058], [-0.7029, -0.1770, 0.0149], [0.2986, 0.0915, -0.2780], [0.0260, 0.0322, 0.3353], [-0.1086, 0.0503, 0.5550], [0.1047, 0.4088, -0.7864], [0.1472, -0.2128, 0.0193], [-0.0191, 0.3999, -0.0981], [-0.3757, -0.7362, -0.0580], [0.0092, 0.1013, -0.1225], [0.3247, 0.2237, 0.2107], [0.4935, 0.4450, -0.3447], [-0.0055, 0.0828, 0.1756], [-0.4621, -0.1939, -0.0448], [-0.1690, -0.5937, 0.5230], [0.6249, 0.3133, -0.0340], [-0.3389, 0.1118, -0.1388], [0.0267, 0.3949, 0.1935], [0.0866, 0.0902, 0.2793], [0.0105, -0.3436, 0.5199], [0.3191, -0.2624, 0.1393], [0.3101, -0.4195, -0.3413], [-0.2457, -0.0540, 0.0910]], "nbo_charge": [-0.609, 0.747, -0.666, -0.348, 0.152, -0.297, -0.439, -0.147, 0.611, -0.546, -0.351, -0.395, -0.401, -0.120, -0.146, -0.234, -0.187, -0.276, 0.397, -0.325, -0.230, -0.408, -0.381, -0.028, 0.496, 0.224, 0.241, 0.196, 0.235, 0.236, 0.218, 0.223, 0.237, 0.218, 0.218, 0.217, 0.217, 0.230, 0.210, 0.180, 0.225, 0.218, 0.242, 0.147]}